No. 1
A molecular structure, C27H45Cl3F5IrN4O6P2Se. Source: the OMol25 dataset; level of theory: the ωB97M-V functional and the def2-TZVPD basis.

Each line ends with the Mulliken spin population.
Geometry (Å):
Ir1 1.36 0.69 0.57  0.014
C1 0.84 2.56 2.76  0.018
C2 0.58 3.24 1.41  0.001
N1 1.54 2.72 0.39  0.000
C3 2.95 3.17 0.62  0.000
C4 3.88 2.05 0.20  0.000
N2 3.39 0.74 0.75  0.000
C5 3.76 0.39 2.15  0.000
C6 2.83 1.08 3.14  -0.001
N3 1.44 1.19 2.58  -0.001
H1 -0.10 2.46 3.30  -0.007
H2 1.51 3.15 3.38  0.001
H3 0.64 4.32 1.49  0.001
H4 -0.42 2.97 1.05  0.001
H5 1.23 3.00 -0.54  0.000
H6 3.06 3.42 1.67  0.000
H7 3.15 4.07 0.04  0.000
H8 4.91 2.24 0.51  0.000
H9 3.86 1.94 -0.88  0.000
H10 3.79 0.02 0.15  0.000
H11 4.81 0.62 2.35  0.000
H12 3.64 -0.69 2.23  0.000
H13 3.19 2.08 3.38  0.000
H14 2.80 0.53 4.07  0.001
H15 0.82 0.54 3.09  -0.007
C7 0.44 -0.29 -5.92  0.000
C8 0.89 1.05 -5.38  0.000
C9 -0.17 2.12 -5.45  0.000
O1 1.37 0.94 -3.96  0.000
P1 0.87 0.16 -2.73  0.001
O2 1.57 0.80 -1.54  0.000
C10 -0.90 0.37 -2.53  0.000
P2 -1.54 -0.03 -0.88  0.037
O3 -0.70 0.59 0.20  -0.066
O4 -1.50 -1.58 -0.71  0.000
C11 -2.49 -2.49 -1.36  0.000
C12 -3.47 -2.93 -0.31  0.001
C13 -1.70 -3.61 -1.99  0.000
O5 -3.02 0.39 -0.82  0.001
C14 -3.72 1.59 -1.35  -0.003
C15 -5.18 1.24 -1.39  0.000
C16 -3.39 2.78 -0.48  0.003
O6 1.10 -1.37 -2.89  0.000
C17 2.45 -2.00 -2.99  0.000
C18 2.38 -3.07 -4.04  0.000
C19 2.80 -2.53 -1.62  0.001
H16 0.21 -0.17 -6.98  0.000
H17 -0.47 -0.65 -5.43  0.000
H18 1.22 -1.04 -5.83  0.000
H19 1.79 1.38 -5.89  0.000
H20 -1.12 1.79 -5.03  0.000
H21 -0.35 2.37 -6.50  0.000
H22 0.16 3.03 -4.95  0.000
H23 -1.45 -0.20 -3.28  0.000
H24 -1.09 1.44 -2.70  0.000
H25 -3.00 -1.92 -2.14  0.000
H26 -2.97 -3.54 0.45  0.000
H27 -4.25 -3.54 -0.78  0.000
H28 -3.95 -2.08 0.17  -0.001
H29 -1.24 -4.24 -1.22  0.000
H30 -0.92 -3.23 -2.65  0.000
H31 -2.37 -4.24 -2.58  0.000
H32 -3.34 1.74 -2.37  0.000
H33 -5.55 1.04 -0.38  0.000
H34 -5.36 0.36 -2.01  0.000
H35 -5.74 2.07 -1.81  0.000
H36 -3.84 2.67 0.51  0.001
H37 -3.79 3.68 -0.94  0.000
H38 -2.31 2.90 -0.36  0.000
H39 3.14 -1.21 -3.29  0.000
H40 1.54 -3.74 -3.84  0.000
H41 3.29 -3.66 -4.02  0.000
H42 2.27 -2.66 -5.04  0.000
H43 2.04 -3.25 -1.30  0.000
H44 2.84 -1.73 -0.88  0.000
H45 3.76 -3.04 -1.66  0.000
F1 -1.63 0.07 9.34  0.018
C20 -1.64 0.00 8.03  0.126
C21 -0.53 0.44 7.31  -0.014
F2 0.52 0.92 7.95  -0.002
C22 -0.55 0.35 5.94  0.057
F3 0.54 0.77 5.27  0.011
C23 -1.65 -0.16 5.23  -0.065
Se1 -1.67 -0.29 3.39  0.798
C24 -2.75 -0.59 6.00  0.092
F4 -3.81 -1.08 5.39  0.012
C25 -2.76 -0.52 7.38  -0.030
F5 -3.80 -0.93 8.07  -0.004
Cl1 0.82 -4.85 0.76  0.001
C26 0.80 -3.71 2.10  -0.015
Cl2 2.12 -4.03 3.22  0.000
Cl3 -0.76 -3.72 2.91  0.008
C27 1.00 -2.35 1.58  -0.012
N4 1.09 -1.28 1.18  0.027

Kohn-Sham gap (spin up / spin down)   8.37 / 6.70 eV
Spin multiplicity   2
LUMO (spin up / spin down)   -7.248 / -9.347 eV
E_HOMO (spin up / spin down)   -15.62 / -16.05 eV
DFT total energy   -184873.5430 eV
Charge   +3
Relative energy (zero: lowest compared OMol25 entry of this formula, charge and spin)   0.00 kJ/mol

=====

No. 2
A molecular structure, C16H16ClHfINO5P. Source: the OMol25 dataset; level of theory: the ωB97M-V functional and the def2-TZVPD basis.

Each line ends with the natural charge from an NBO analysis.
Geometry (Å):
C1 -1.92 0.29 -2.77  -0.674
C2 -1.40 -0.88 -3.58  -0.107
Cl1 0.05 -0.31 -4.58  0.322
C3 -0.87 -2.18 -2.94  -0.514
C4 -0.30 -1.87 -1.60  0.167
C5 0.81 -1.08 -1.53  -0.526
P1 1.54 -0.47 -3.10  2.004
N1 2.72 -1.44 -3.70  -1.139
O1 1.96 1.01 -2.84  -0.928
C6 1.46 -0.73 -0.20  0.578
O2 2.64 -0.53 -0.12  -0.508
C7 0.50 -0.74 0.96  -0.117
C8 -0.64 -1.55 0.86  -0.121
C9 -1.58 -1.59 1.88  -0.086
C10 -1.42 -0.77 3.00  -0.115
C11 -0.30 0.07 3.17  0.006
C12 -0.27 0.94 4.40  -0.480
C13 -0.43 2.44 4.06  -0.072
O3 -0.80 2.49 2.66  -0.540
C14 -0.38 3.55 1.95  0.645
O4 -0.30 3.48 0.77  -0.551
C15 0.64 0.00 2.13  0.033
I1 2.43 1.15 2.65  0.214
C16 -0.85 -2.41 -0.33  0.480
O5 -1.42 -3.45 -0.30  -0.344
H1 -1.39 0.50 -1.85  0.227
H2 -2.98 0.14 -2.58  0.301
H3 -1.87 1.19 -3.37  0.276
H4 -2.21 -1.13 -4.26  0.316
H5 0.00 -2.53 -3.50  0.246
H6 -1.57 -3.00 -3.02  0.332
H7 3.66 -1.04 -3.63  0.465
H8 2.58 -1.69 -4.68  0.470
H9 2.88 1.23 -3.06  0.562
H10 -2.44 -2.24 1.81  0.285
H11 -2.17 -0.79 3.78  0.277
H12 0.61 0.78 5.02  0.255
H13 -1.13 0.65 5.00  0.276
H14 0.51 2.97 4.18  0.177
H15 -1.17 2.92 4.69  0.249
H16 -0.07 4.44 2.50  0.142
Hf1 4.90 2.19 2.08  1.518

Kohn-Sham gap   5.79 eV
LUMO   -14.769 eV
E_HOMO   -20.56 eV
DFT total energy   -59747.1085 eV
Charge   +4

=====

No. 3
A molecular structure, C37H43F3N4O5SScSe. Source: the OMol25 dataset; level of theory: the ωB97M-V functional and the def2-TZVPD basis.

Each line ends with the Löwdin charge.
Geometry (Å):
Sc1 -0.41 -0.04 0.50  0.881
C1 -3.48 1.36 0.41  -0.159
C2 -3.63 0.01 1.14  -0.177
N1 -2.81 -1.05 0.54  -0.101
C3 -3.49 -1.87 -0.47  -0.263
C4 -4.03 -1.12 -1.68  -0.461
S1 -2.79 -0.40 -2.79  0.898
C5 -3.01 1.38 -2.57  -0.474
C6 -2.14 2.08 -1.53  -0.260
N2 -2.15 1.51 -0.18  -0.136
H1 -4.23 1.44 -0.38  0.091
H2 -3.68 2.17 1.12  0.127
H3 -3.30 0.13 2.17  0.110
H4 -4.69 -0.28 1.17  0.123
H5 -2.50 -1.67 1.28  0.106
H6 -2.78 -2.63 -0.80  0.115
H7 -4.35 -2.38 -0.01  0.118
H8 -4.59 -1.84 -2.27  0.068
H9 -4.74 -0.35 -1.39  0.066
H10 -2.76 1.82 -3.54  0.071
H11 -4.07 1.58 -2.41  0.067
H12 -1.10 2.11 -1.86  0.114
H13 -2.48 3.13 -1.50  0.108
H14 -1.59 2.16 0.39  -0.028
O1 3.27 -4.32 4.96  -0.016
C7 3.51 -3.71 3.91  -0.707
O2 4.59 -3.38 3.37  -0.041
C8 2.29 -3.24 3.11  -0.097
C9 2.19 -3.54 1.75  0.002
C10 1.19 -2.96 0.99  -0.119
N3 0.32 -2.09 1.50  0.045
C11 0.36 -1.87 2.83  -0.181
C12 1.30 -2.43 3.67  0.067
C13 -0.68 -0.90 3.32  -0.553
O3 -1.14 -0.94 4.44  0.095
O4 -1.04 -0.06 2.38  -0.184
H15 2.93 -4.18 1.29  0.126
H16 1.11 -3.14 -0.07  0.090
H17 1.29 -2.21 4.73  0.138
O5 1.66 0.23 0.65  -0.131
C14 2.86 0.49 0.73  -0.459
C15 3.75 -0.17 1.72  -0.051
C16 4.67 -1.13 0.90  -0.144
C17 4.12 -1.57 -0.48  -0.175
C18 4.29 -0.58 -1.66  -0.170
C19 3.37 0.63 -1.59  -0.157
N4 3.48 1.22 -0.24  0.097
H18 3.15 -0.72 2.44  0.111
H19 4.35 0.56 2.26  0.131
H20 4.82 -2.01 1.52  0.086
H21 5.64 -0.66 0.75  0.109
H22 3.07 -1.84 -0.40  0.088
H23 4.64 -2.49 -0.75  0.116
H24 4.11 -1.11 -2.60  0.100
H25 5.33 -0.24 -1.69  0.110
H26 2.33 0.35 -1.74  0.093
H27 3.63 1.39 -2.33  0.116
H28 4.45 1.38 -0.01  0.136
C20 -4.52 6.07 3.34  -0.065
C21 -3.31 5.34 2.82  -0.292
C22 -2.76 5.64 1.58  -0.040
C23 -1.64 4.98 1.09  -0.309
C24 -1.09 5.45 -0.24  -0.091
C25 -1.04 3.95 1.84  -0.536
Se1 0.45 2.92 1.16  0.702
C26 -1.55 3.68 3.13  -0.293
C27 -0.90 2.69 4.05  -0.075
C28 -2.67 4.37 3.58  -0.032
H29 -4.98 6.67 2.56  0.067
H30 -4.24 6.74 4.16  0.076
H31 -5.26 5.37 3.73  0.073
H32 -3.21 6.42 0.98  0.110
H33 -1.04 6.54 -0.25  0.075
H34 -1.74 5.16 -1.06  0.061
H35 -0.10 5.04 -0.42  0.018
H36 -1.19 1.67 3.80  0.053
H37 -1.21 2.88 5.08  0.077
H38 0.18 2.74 3.98  0.055
H39 -3.05 4.14 4.57  0.114
F1 2.54 -6.53 -6.08  0.130
C29 2.33 -5.27 -6.49  -0.583
F2 3.49 -4.84 -7.04  0.128
F3 1.44 -5.34 -7.50  0.129
C30 1.87 -4.38 -5.38  -0.138
C31 1.11 -4.90 -4.35  -0.011
C32 0.64 -4.08 -3.34  -0.016
C33 0.94 -2.71 -3.35  -0.243
C34 1.70 -2.19 -4.40  -0.023
C35 2.17 -3.02 -5.41  -0.013
C36 0.48 -1.86 -2.29  -0.165
C37 0.09 -1.12 -1.40  -0.090
H40 0.88 -5.96 -4.32  0.120
H41 0.05 -4.48 -2.53  0.116
H42 1.93 -1.14 -4.41  0.115
H43 2.76 -2.61 -6.21  0.119

Kohn-Sham gap   6.91 eV
LUMO   1.924 eV
E_HOMO   -4.98 eV
DFT total energy   -160306.2371 eV
Charge   -1
Relative energy (zero: lowest compared OMol25 entry of this formula, charge and spin)   122.04 kJ/mol

=====

No. 4
10 unconnected molecules or ions with the total composition C20H37N13O6. Source: the OMol25 dataset; level of theory: the ωB97M-V functional and the def2-TZVPD basis.

Each line ends with the Löwdin charge.
Geometry (Å):
O1 1.60 -3.20 5.71  0.054
C1 2.28 -2.57 4.77  -0.332
C2 3.49 -3.10 4.19  -0.013
C3 4.21 -2.34 3.28  -0.029
C4 3.71 -1.12 2.77  -0.308
O2 4.24 -0.50 1.70  0.048
C5 2.42 -0.74 3.25  -0.055
C6 1.79 -1.34 4.26  -0.032
H1 2.07 -3.74 6.34  0.116
H2 3.85 -4.09 4.41  0.106
H3 5.19 -2.64 2.95  0.111
H4 3.66 0.16 1.30  0.104
H5 2.08 0.18 2.79  0.111
H6 0.79 -0.95 4.40  0.118
N1 -2.44 -4.87 12.90  0.147
C7 -2.33 -5.08 14.20  -0.774
N2 -1.08 -5.41 14.45  0.143
O3 -3.20 -5.04 15.05  0.042
H7 -1.54 -4.67 12.48  0.096
H8 -3.23 -4.32 12.59  0.117
H9 -0.38 -5.31 13.73  0.106
H10 -0.95 -5.61 15.43  0.122
N3 -9.29 -3.15 12.85  0.197
C8 -8.99 -2.49 11.88  -0.965
N4 -9.83 -2.30 10.89  0.171
O4 -7.98 -1.95 11.86  0.105
H11 -8.47 -3.31 13.42  0.143
H12 -10.08 -3.78 12.91  0.129
H13 -10.71 -2.79 10.83  0.103
H14 -9.49 -1.63 10.21  0.117
N5 -11.62 4.71 6.81  0.158
C9 -10.72 4.22 6.05  -0.822
N6 -10.97 2.97 5.88  0.155
O5 -9.67 4.74 5.71  0.033
H15 -11.37 5.58 7.24  0.129
H16 -12.44 4.18 7.09  0.115
H17 -11.80 2.63 6.34  0.104
H18 -10.32 2.30 5.49  0.129
N7 -4.46 -2.92 6.67  0.156
C10 -5.29 -2.83 5.68  -0.769
N8 -4.89 -3.60 4.71  0.151
O6 -6.40 -2.26 5.69  -0.002
H19 -3.55 -3.35 6.61  0.110
H20 -4.61 -2.24 7.40  0.123
H21 -5.48 -3.64 3.89  0.122
H22 -3.96 -3.98 4.68  0.108
C11 -1.75 -2.00 -1.31  -0.079
C12 -1.91 -1.35 -2.61  -0.284
N9 -2.03 -0.84 -3.63  0.126
H23 -1.73 -1.24 -0.53  0.078
H24 -0.78 -2.43 -1.10  0.078
H25 -2.50 -2.78 -1.17  0.081
C13 -6.24 3.57 10.57  -0.077
C14 -5.16 3.29 9.69  -0.321
N10 -4.24 2.97 9.07  0.125
H26 -6.37 4.64 10.39  0.091
H27 -5.99 3.23 11.58  0.092
H28 -7.06 2.93 10.24  0.090
C15 -11.94 -5.37 1.66  -0.076
C16 -10.79 -5.46 0.70  -0.271
N11 -9.87 -5.51 0.07  0.124
H29 -12.68 -4.58 1.52  0.070
H30 -11.67 -5.08 2.67  0.078
H31 -12.63 -6.22 1.60  0.075
C17 -6.95 -8.44 9.37  -0.088
C18 -7.89 -8.27 8.32  -0.306
N12 -8.59 -8.19 7.43  0.135
H32 -6.55 -7.46 9.64  0.086
H33 -6.14 -9.13 9.12  0.087
H34 -7.33 -8.83 10.32  0.085
C19 -5.93 -11.05 2.35  -0.073
C20 -5.55 -12.09 1.40  -0.293
N13 -5.26 -12.87 0.59  0.118
H35 -5.67 -10.05 2.01  0.085
H36 -5.49 -11.29 3.31  0.080
H37 -7.01 -11.20 2.41  0.083

Kohn-Sham gap   7.96 eV
LUMO   -0.051 eV
E_HOMO   -8.01 eV
DFT total energy   -52993.0567 eV
SMILES   Oc1ccc(O)cc1.NC(N)=O.NC(N)=O.NC(N)=O.NC(N)=O.CC#N.CC#N.CC#N.CC#N.CC#N